Record 1
102
Properties=species:S:1:pos:R:3:forces:R:3 method="wB97M-V/def2-TZVPD" charge=-2 spin_multiplicity=1 relative_energy_kcal_mol=41.8 homo_lumo_gap_ev=6.453 e_lumo_ha=0.144 homo_energy_ev=-2.52
Sr -2.33159 0.36854 0.74149 2.4 1.2 -2.4
N -0.14674 0.82434 2.17835 0.3 -0.1 0.2
C -0.28721 0.24091 3.52340 -0.2 -0.1 0.1
C -1.72505 -0.21064 3.87429 0.1 -0.1 0.2
O -2.03239 -0.25705 5.08198 0.0 0.0 -0.1
N -2.44634 -0.55459 2.82466 -0.2 -0.4 1.2
C -3.77674 -1.08428 3.06511 0.1 0.0 0.1
C -4.54725 -1.24525 1.74134 -0.5 -0.1 0.3
O -5.31693 -2.20662 1.61305 -0.3 0.6 0.2
O -4.35379 -0.33860 0.85365 -2.1 -0.9 0.4
H 0.76132 0.60813 1.77018 0.0 0.0 0.1
H -0.20199 1.83475 2.23694 -0.1 0.0 -0.1
H 0.03906 0.91878 4.31655 0.0 0.0 0.0
H 0.33344 -0.65689 3.59050 0.0 0.0 0.0
H -4.35833 -0.40902 3.70975 -0.1 -0.1 0.0
H -3.73444 -2.05303 3.57148 -0.1 0.0 0.0
C -2.05751 2.91581 0.11982 0.5 0.5 -0.4
Si -1.27466 3.07939 -1.52292 -0.6 0.3 0.7
C -2.12046 1.74734 -2.61531 0.3 0.1 -0.1
N -1.81629 0.37218 -2.18217 0.0 -0.1 0.0
C -0.49777 -0.06125 -2.69928 0.1 -0.1 0.1
C -0.50821 -1.49573 -3.21518 -0.2 0.1 -0.1
C -1.51439 -1.63110 -4.36083 0.0 0.0 0.0
C -2.88625 -1.03130 -3.97355 0.1 0.0 0.1
C -2.88341 -0.58368 -2.50987 0.0 -0.1 -0.1
C -1.63464 4.77669 -2.34827 0.0 -0.1 -0.1
C -2.87497 5.05972 -2.92777 0.0 -0.1 0.0
C -3.20035 6.33002 -3.38200 -0.1 0.1 0.0
C -2.28567 7.36729 -3.26100 0.0 0.0 0.0
C -1.04806 7.11416 -2.68428 0.0 0.1 0.0
C -0.73199 5.83869 -2.23867 0.0 -0.1 0.0
C 0.61808 3.04960 -1.50529 -0.1 -0.2 0.0
C 1.39325 2.84281 -2.64720 0.0 0.0 -0.1
C 2.77838 2.90416 -2.60598 0.0 0.0 0.0
C 3.42575 3.21347 -1.41856 0.0 0.0 0.0
C 2.67523 3.45823 -0.27966 0.1 0.0 0.0
C 1.29217 3.36031 -0.32332 -0.1 0.0 0.1
H -3.08532 3.30326 0.07607 0.0 0.0 -0.1
H -1.53285 3.48695 0.89744 0.0 0.0 0.0
H -1.94423 1.87718 -3.69855 0.0 0.0 0.0
H -3.19041 1.91919 -2.45184 0.0 0.1 0.0
H 0.27272 0.06609 -1.93368 0.0 0.1 0.0
H -0.20991 0.57963 -3.54402 0.0 0.0 0.0
H -0.75084 -2.18915 -2.41112 0.0 0.0 0.0
H 0.49521 -1.74445 -3.56534 0.0 0.0 0.1
H -1.62187 -2.68279 -4.63636 0.0 0.0 0.0
H -1.11936 -1.11339 -5.23991 0.0 0.0 0.0
H -3.68324 -1.76548 -4.10915 0.0 0.0 0.0
H -3.12618 -0.17665 -4.61085 0.0 0.0 0.0
H -2.78201 -1.46675 -1.87090 0.0 0.0 0.0
H -3.83940 -0.12882 -2.24659 0.0 0.0 0.0
H -3.61109 4.26571 -3.01642 0.0 0.0 0.0
H -4.17295 6.51905 -3.82363 0.0 0.0 0.0
H -2.53666 8.36245 -3.60930 0.0 0.0 0.0
H -0.32943 7.91975 -2.57921 0.0 0.0 0.0
H 0.24012 5.65839 -1.79119 0.0 0.0 0.0
H 0.91188 2.62744 -3.59688 0.0 0.0 0.0
H 3.35855 2.70014 -3.49814 0.0 0.0 0.0
H 4.50758 3.22573 -1.37224 0.0 0.0 0.0
H 3.17917 3.69217 0.65064 0.0 0.0 0.0
H 0.71658 3.53891 0.57959 0.0 0.0 0.0
N 0.19206 -2.29979 -0.09268 0.1 -0.1 0.0
C -0.66046 -3.30528 0.16005 0.1 -0.8 -0.2
N -1.91113 -3.15118 0.40654 -0.1 0.7 0.0
C -2.56057 -4.35552 0.56840 0.1 -0.7 0.0
C -3.90973 -4.51924 0.87148 0.1 -0.1 -0.2
C -4.40916 -5.80457 1.00572 0.1 0.0 0.0
C -3.59684 -6.92515 0.83834 0.1 -0.1 0.0
C -2.25063 -6.77986 0.53632 0.0 0.0 0.0
C -1.74768 -5.49624 0.40692 0.0 0.2 0.0
S -0.10840 -5.00530 0.05414 -0.1 0.4 0.1
H -0.13233 -1.38482 0.15866 0.2 0.2 0.1
H 1.19552 -2.40428 -0.14339 -0.1 0.1 0.1
H -4.53668 -3.64085 0.99919 0.1 -0.3 0.0
H -5.45598 -5.94165 1.24788 0.0 0.0 0.0
H -4.01166 -7.92089 0.94186 0.0 0.0 0.0
H -1.60568 -7.63915 0.39938 0.0 0.0 0.0
C 3.55369 1.17788 3.10722 0.1 0.0 -0.1
C 4.97802 1.28391 2.57877 -0.1 -0.1 0.2
C 5.98532 0.63751 3.52314 0.0 0.0 -0.1
O 5.16920 0.76507 1.25722 0.0 0.0 0.0
P 4.50076 -0.52787 0.54614 0.2 0.0 0.3
S 5.75836 -1.03021 -0.87613 -0.2 0.0 0.1
S 2.58857 -0.20638 0.11195 0.2 -0.1 -0.1
O 4.59585 -1.57432 1.82272 -0.1 0.1 -0.3
C 3.69914 -2.67907 1.97829 0.0 -0.1 0.1
C 3.89635 -3.20679 3.38887 0.0 0.1 -0.1
C 3.92627 -3.76407 0.93359 0.1 0.2 0.0
H 3.46830 1.72839 4.04716 0.1 0.0 0.0
H 3.28797 0.13605 3.28666 -0.1 0.0 0.0
H 2.84710 1.59089 2.38990 0.0 0.0 0.0
H 5.23226 2.34472 2.47998 0.0 0.0 0.0
H 5.77951 -0.42883 3.60602 0.0 0.0 0.0
H 5.92776 1.09562 4.51327 0.0 0.0 0.0
H 6.99276 0.76496 3.12436 0.0 0.0 0.0
H 2.67387 -2.30691 1.88223 0.0 0.1 0.0
H 4.90790 -3.60058 3.51222 0.0 0.0 0.0
H 3.17815 -4.00627 3.57960 0.0 0.0 0.0
H 3.73780 -2.41118 4.11848 0.0 0.0 0.0
H 4.90079 -4.23824 1.07140 0.0 0.0 0.0
H 3.90921 -3.32863 -0.06587 0.0 -0.1 0.0
H 3.14516 -4.52272 1.01415 0.0 0.0 0.0

---

Record 2
11
Properties=species:S:1:pos:R:3:forces:R:3 method="wB97M-V/def2-TZVPD" charge=+1 spin_multiplicity=1 relative_energy_kcal_mol=21.7 homo_lumo_gap_ev=8.693 smiles="CN/C=[NH+]/I" e_lumo_ha=-0.197 homo_energy_ev=-14.05
C -0.10705 -1.10637 1.07356 -2.1 -1.9 0.2
N 0.77261 -0.29678 0.28595 -0.2 2.0 -1.8
C 0.53019 0.68749 -0.61613 -1.2 -1.3 1.3
N -0.63435 1.04781 -1.13593 -1.5 -0.6 0.9
I -1.15381 2.86420 -2.06152 0.6 -0.9 0.4
H -0.15967 -2.10441 0.66130 0.0 -0.4 -0.7
H 0.38795 -1.35800 1.98911 0.1 0.6 0.9
H -1.22092 -0.90629 1.24703 1.9 0.9 -0.4
H 1.73825 -0.62323 0.32234 -0.3 0.5 0.1
H 1.36927 1.26123 -0.89677 1.0 0.4 -0.5
H -1.52249 0.53437 -0.86895 1.7 0.6 -0.3